This record from the OMol25 dataset describes an isolated molecule of C2H2Cl2Si at a distorted geometry. The level of theory is ωB97M-V with the def2-TZVPD basis set.

E = -35029.0560 eV
Kohn-Sham gap = 10.35 eV
Charge = 0
SMILES = Cl[Si]1(Cl)C=C1
ΔE to the lowest compared entry with this formula, charge and spin = 17.1 kcal per mole
LUMO level = 0.229 eV

CARTESIAN COORDINATES (ANGSTROEM)
Cl (2.33907, 1.00812, -1.15761)
Si (0.78456, 0.12619, -0.22396)
Cl (2.03582, -1.49640, 0.71948)
C (-0.84705, 0.63790, 0.52136)
C (-0.94214, -0.36609, -0.39126)
H (-1.64329, 1.12268, 1.12799)
H (-1.72696, -1.03241, -0.59600)

***

This record from the OMol25 dataset describes an isolated molecule of C2H2Cl3I at a distorted geometry. The level of theory is ωB97M-V with the def2-TZVPD basis set.

E = -47769.6459 eV
Kohn-Sham gap (alpha / beta) = 8.02 / 7.96 eV
Multiplicity = 3
Charge = 0
ΔE to the lowest compared entry with this formula, charge and spin = 20.8 kcal per mole
LUMO level (alpha / beta) = 0.519 / -1.931 eV

CARTESIAN COORDINATES (ANGSTROEM)
C (0.27265, 0.90233, -1.00114)
C (4.13837, -0.40791, 0.06349)
Cl (3.94576, -2.13919, 0.43616)
Cl (4.94611, 0.50514, 1.30344)
Cl (4.90832, -0.26549, -1.55488)
I (1.93044, 0.91438, 0.05308)
H (0.07334, 1.35155, -1.88460)
H (-0.60594, 0.36233, -0.62696)

***

This record from the OMol25 dataset describes a cluster of 2 separate species, C2H2Cl3NO in total at a distorted geometry. The level of theory is ωB97M-V with the def2-TZVPD basis set.

E = -43205.9714 eV
Kohn-Sham gap = 11.11 eV
Charge = 0
ΔE to the lowest compared entry with this formula, charge and spin = 115.0 kcal per mole
LUMO level = 0.205 eV

CARTESIAN COORDINATES (ANGSTROEM)
C (-0.86679, 0.14585, 1.60094)
C (0.54118, 0.67287, -1.66487)
N (-0.68835, -0.56923, 2.68992)
O (-1.55591, -0.98718, 1.55445)
Cl (-0.86765, 0.34375, -2.71966)
Cl (1.83023, 1.64369, -2.33388)
Cl (1.30368, -0.91873, -1.35476)
H (0.35221, 0.98698, -0.61727)
H (-0.04861, -1.31802, 2.84513)

***

This record from the OMol25 dataset describes an isolated molecule of C2H2Cl3NO2 at a distorted geometry. The level of theory is ωB97M-V with the def2-TZVPD basis set.

E = -45255.2379 eV
Kohn-Sham gap = 10.93 eV
Charge = 0
SMILES = O=[N+]([O-])C(Cl)(Cl)CCl
ΔE to the lowest compared entry with this formula, charge and spin = 82.2 kcal per mole
LUMO level = -0.316 eV

CARTESIAN COORDINATES (ANGSTROEM)
O (-0.82191, -1.91188, -0.42329)
N (-1.75895, -1.27814, -0.02042)
O (-2.79351, -1.67924, 0.38496)
C (-1.63463, 0.25917, -0.06603)
Cl (-2.20418, 0.83723, 1.51242)
Cl (-2.73385, 0.66443, -1.38483)
C (-0.14595, 0.61818, -0.42186)
Cl (0.16114, 2.24940, 0.05182)
H (0.51213, 0.00219, 0.20452)
H (0.14588, 0.43132, -1.61088)

***

This record from the OMol25 dataset describes an isolated molecule of C2H2Cl3NO2S at a distorted geometry. The level of theory is ωB97M-V with the def2-TZVPD basis set.

E = -56091.1958 eV
Kohn-Sham gap = 9.40 eV
Charge = 0
SMILES = NS(=O)(=O)C(Cl)=C(Cl)Cl
ΔE to the lowest compared entry with this formula, charge and spin = 0.0 kcal per mole
LUMO level = -0.459 eV

CARTESIAN COORDINATES (ANGSTROEM)
N (-1.82529, 0.29604, 0.05663)
S (-0.70617, -0.92877, 0.42333)
O (-0.11517, -0.74121, 1.71857)
O (-1.27878, -2.18996, 0.07416)
C (1.10225, -0.33120, -0.70160)
Cl (1.86668, -1.72544, -1.04681)
C (1.50339, 0.90352, -0.56749)
Cl (3.16061, 1.34736, -0.76708)
Cl (0.65431, 2.22508, 0.15750)
H (-2.80684, 0.07984, -0.01719)
H (-1.55500, 1.06475, 0.66997)

***

This record from the OMol25 dataset describes a cluster of 2 separate species, C2H2Cl3O2P in total at a distorted geometry. The level of theory is ωB97M-V with the def2-TZVPD basis set.

E = -53058.5340 eV
Kohn-Sham gap = 8.97 eV
Charge = 0
SMILES = O=P(Cl)(Cl)Cl.C=C=O
ΔE to the lowest compared entry with this formula, charge and spin = 22.5 kcal per mole
LUMO level = -0.467 eV

CARTESIAN COORDINATES (ANGSTROEM)
O (-1.59942, 2.27084, 0.12826)
P (-0.91091, 2.19050, -1.12236)
Cl (-1.15320, 0.75299, -2.48306)
Cl (-1.47538, 3.86959, -2.08875)
Cl (1.13509, 2.44304, -0.83677)
C (-0.16569, -0.43189, 0.14837)
C (-1.43509, -0.69197, 0.22286)
O (-2.53865, -1.04823, 0.23689)
H (0.49665, 0.34431, 0.74795)
H (0.37980, -1.30178, -0.26671)

***

This record from the OMol25 dataset describes a cluster of 2 separate species, C2H2Cl4 in total at a distorted geometry. The level of theory is ωB97M-V with the def2-TZVPD basis set.

E = -52194.7426 eV
Kohn-Sham gap = 8.20 eV
Charge = 0
ΔE to the lowest compared entry with this formula, charge and spin = 25.9 kcal per mole
LUMO level = -2.054 eV

CARTESIAN COORDINATES (ANGSTROEM)
C (0.80764, -0.03997, 0.04785)
C (-0.66684, -0.18084, -0.00953)
Cl (1.50813, -1.69667, 0.03810)
Cl (-1.11653, 2.27057, -0.12772)
Cl (-1.48990, -0.62748, 1.38770)
Cl (-1.35448, -0.66598, -1.47395)
H (1.12584, 0.45282, 0.96490)
H (1.18614, 0.48755, -0.82735)

***

This record from the OMol25 dataset describes a cluster of 2 separate species, C2H2Cl4S in total at a distorted geometry. The level of theory is ωB97M-V with the def2-TZVPD basis set.

E = -63027.8712 eV
Kohn-Sham gap (alpha / beta) = 7.31 / 8.42 eV
Charge = 0
ΔE to the lowest compared entry with this formula, charge and spin = 69.4 kcal per mole
LUMO level (alpha / beta) = -2.251 / -1.582 eV

CARTESIAN COORDINATES (ANGSTROEM)
C (0.11896, 1.07681, -0.66829)
C (1.13152, -0.04026, -0.88715)
S (-2.89214, -0.51620, 1.97513)
Cl (-1.41042, 0.55420, -0.26079)
Cl (0.51760, -1.39968, -1.80791)
Cl (2.62684, 0.63458, -1.60378)
Cl (1.57687, -0.65445, 0.80706)
H (0.39875, 1.80840, 0.10561)
H (-2.06797, -1.46341, 2.34013)

***

This record from the OMol25 dataset describes a cluster of 2 separate species, C2H2Cl4S2 in total at a distorted geometry. The level of theory is ωB97M-V with the def2-TZVPD basis set.

E = -73863.2711 eV
Kohn-Sham gap (alpha / beta) = 7.63 / 7.41 eV
Charge = 0
ΔE to the lowest compared entry with this formula, charge and spin = 57.1 kcal per mole
LUMO level (alpha / beta) = -0.728 / -0.788 eV

CARTESIAN COORDINATES (ANGSTROEM)
C (0.16309, -1.25217, 0.01381)
C (0.44790, 1.24582, 0.21551)
S (-1.55239, -1.23510, 0.40124)
S (-0.88883, 2.33757, -0.05984)
Cl (0.69326, -1.42937, -1.65624)
Cl (1.25842, -1.74241, 1.15806)
Cl (1.00772, 1.07301, 1.81473)
Cl (1.77220, 1.31101, -0.83883)
H (-1.86121, -2.64367, 0.33692)
H (-1.04016, 2.33530, -1.38537)

***

This record from the OMol25 dataset describes an isolated molecule of C2H2ClF at a distorted geometry. The level of theory is ωB97M-V with the def2-TZVPD basis set.

E = -17338.0857 eV
Kohn-Sham gap (alpha / beta) = 6.52 / 6.52 eV
Charge = 0
ΔE to the lowest compared entry with this formula, charge and spin = 171.2 kcal per mole
LUMO level (alpha / beta) = -1.937 / -1.937 eV

CARTESIAN COORDINATES (ANGSTROEM)
C (-0.98888, 0.39879, 0.69961)
C (1.86367, -0.73167, -0.54171)
F (-2.07575, -0.32286, 0.18251)
Cl (0.48914, -0.85492, 0.47888)
H (-0.95675, 1.19947, -0.04031)
H (1.66857, 0.31119, -0.77898)

***

This record from the OMol25 dataset describes a structure of composition C2H2ClF2I at a distorted geometry. The level of theory is ωB97M-V with the def2-TZVPD basis set.

E = -28162.4825 eV
Kohn-Sham gap = 9.14 eV
Charge = 0
ΔE to the lowest compared entry with this formula, charge and spin = 39.3 kcal per mole
LUMO level = -1.285 eV

CARTESIAN COORDINATES (ANGSTROEM)
C (0.83593, -0.02979, 0.07897)
C (-0.60169, 0.18972, -0.20477)
F (1.26910, 0.95173, 0.98263)
F (-0.91548, 1.21192, -0.90190)
Cl (-1.61702, 0.15543, 1.82077)
I (-1.27110, -1.40074, -1.46709)
H (0.93714, -1.02896, 0.62626)
H (1.36312, -0.04930, -0.93487)

***

This record from the OMol25 dataset describes an isolated molecule of C2H2ClF2I at a distorted geometry. The level of theory is ωB97M-V with the def2-TZVPD basis set.

E = -28162.4658 eV
Kohn-Sham gap = 9.87 eV
Charge = 0
SMILES = FC(F)(Cl)CI
ΔE to the lowest compared entry with this formula, charge and spin = 39.7 kcal per mole
LUMO level = -0.172 eV

CARTESIAN COORDINATES (ANGSTROEM)
F (-1.64731, -1.56518, -0.41347)
C (-0.33319, -0.67267, -0.29644)
F (0.22497, -0.86389, -1.45625)
Cl (0.27721, -1.54672, 1.11941)
C (0.05816, 0.93373, 0.21905)
I (2.11086, 1.08689, -0.04477)
H (-0.21770, 0.97588, 1.23777)
H (-0.47301, 1.65197, -0.36530)

***

This record from the OMol25 dataset describes a cluster of 2 separate species, C2H2ClF2NO in total at a distorted geometry. The level of theory is ωB97M-V with the def2-TZVPD basis set.

E = -23597.3120 eV
Kohn-Sham gap (alpha / beta) = 7.79 / 7.12 eV
Charge = 0
ΔE to the lowest compared entry with this formula, charge and spin = 93.2 kcal per mole
LUMO level (alpha / beta) = -1.287 / -1.725 eV

CARTESIAN COORDINATES (ANGSTROEM)
C (-0.66724, 1.07988, 1.10512)
C (0.53832, -1.37099, -0.93380)
N (-0.02853, 0.85016, -0.03110)
O (-1.36445, 0.31865, 1.69257)
F (1.62070, -1.00929, -1.58322)
F (0.79889, -2.14508, 0.10323)
Cl (-1.05237, -1.46246, -1.42308)
H (-0.54279, 2.24405, 1.35469)
H (0.69747, 1.49509, -0.28443)

***

This record from the OMol25 dataset describes an isolated molecule of C2H2ClF3 at a distorted geometry. The level of theory is ωB97M-V with the def2-TZVPD basis set.

E = -22781.1017 eV
Kohn-Sham gap = 12.32 eV
Charge = 0
SMILES = FC(F)[C@@H](F)Cl
ΔE to the lowest compared entry with this formula, charge and spin = 14.2 kcal per mole
LUMO level = 0.807 eV

CARTESIAN COORDINATES (ANGSTROEM)
F (0.51056, 1.62665, 0.10044)
C (0.53431, 0.41322, -0.44449)
F (1.76037, -0.15585, -0.12831)
C (-0.48674, -0.47034, 0.30671)
F (-0.07498, -0.64902, 1.55961)
Cl (-2.06657, 0.21399, 0.31271)
H (0.37509, 0.46737, -1.53956)
H (-0.55203, -1.44602, -0.16712)

***

This record from the OMol25 dataset describes an isolated molecule of C2H2ClI at a distorted geometry. The level of theory is ωB97M-V with the def2-TZVPD basis set.

E = -22728.0191 eV
Kohn-Sham gap = 9.27 eV
Charge = 0
SMILES = C=C(Cl)I
ΔE to the lowest compared entry with this formula, charge and spin = 5.3 kcal per mole
LUMO level = -0.240 eV

CARTESIAN COORDINATES (ANGSTROEM)
C (0.62217, -0.20224, 0.58264)
C (-0.44482, -0.02834, -0.23186)
Cl (-2.06229, -0.41341, 0.26095)
I (-0.33688, 1.21263, -2.07108)
H (1.38915, 0.32008, 0.08492)
H (0.83267, -0.88873, 1.37443)

***

This record from the OMol25 dataset describes a structure of composition C2H2ClI at a distorted geometry. The level of theory is ωB97M-V with the def2-TZVPD basis set.

E = -22728.1602 eV
Kohn-Sham gap = 9.54 eV
Charge = 0
ΔE to the lowest compared entry with this formula, charge and spin = 2.1 kcal per mole
LUMO level = 0.121 eV

CARTESIAN COORDINATES (ANGSTROEM)
C (-0.60794, 0.57472, -0.37936)
C (0.26494, -0.20654, 0.36024)
Cl (1.22063, 0.16471, 1.81049)
I (0.67421, -2.19777, -0.34215)
H (-0.84218, 0.07546, -1.28749)
H (-0.70966, 1.58942, -0.16174)

***

This record from the OMol25 dataset describes a structure of composition C2H2ClI2NO2 at a distorted geometry. The level of theory is ωB97M-V with the def2-TZVPD basis set.

E = -36408.5901 eV
Kohn-Sham gap = 7.86 eV
Charge = 0
LUMO level = -1.460 eV

CARTESIAN COORDINATES (ANGSTROEM)
C (0.95003, 0.22855, -0.42365)
C (-1.24190, 0.61113, 0.29124)
N (0.88221, -0.99140, 0.14503)
O (1.33452, -1.03871, 1.26915)
O (0.33759, -1.92252, -0.48029)
Cl (-0.92494, 0.48684, 1.95471)
I (-1.67884, 2.53393, -0.36730)
I (-2.21053, -1.02501, -0.76780)
H (0.98048, 0.22196, -1.59696)
H (1.57138, 0.89523, -0.02415)

***

This record from the OMol25 dataset describes a cluster of 2 separate species, C2H2ClIO2 in total at a distorted geometry. The level of theory is ωB97M-V with the def2-TZVPD basis set.

E = -26822.1979 eV
Kohn-Sham gap (alpha / beta) = 7.84 / 7.38 eV
Charge = 0
ΔE to the lowest compared entry with this formula, charge and spin = 33.1 kcal per mole
LUMO level (alpha / beta) = -1.209 / -1.993 eV

CARTESIAN COORDINATES (ANGSTROEM)
C (-0.26203, 1.26427, 3.03364)
C (0.35820, -0.95354, -0.30601)
O (-0.02212, 2.16586, 3.68572)
O (-0.50600, 0.35415, 2.36490)
Cl (2.79326, 0.00851, 2.78544)
I (2.25942, -0.47839, 0.28843)
H (-0.19655, -0.38790, -0.93479)
H (0.08368, -1.86926, 0.11990)

***

This record from the OMol25 dataset describes an isolated molecule of C2H2ClN at a distorted geometry. The level of theory is ωB97M-V with the def2-TZVPD basis set.

E = -16117.8885 eV
Kohn-Sham gap = 12.01 eV
Charge = 0
SMILES = N#CCCl
ΔE to the lowest compared entry with this formula, charge and spin = 4.5 kcal per mole
LUMO level = 0.639 eV

CARTESIAN COORDINATES (ANGSTROEM)
N (-0.07484, -0.50919, -2.07747)
C (0.06085, -0.39147, -0.96599)
C (0.03974, -0.09057, 0.52876)
Cl (-0.38972, 1.60127, 0.44283)
H (-0.71180, -0.50764, 1.15464)
H (1.07577, -0.10239, 0.91723)

***

This record from the OMol25 dataset describes a cluster of 2 separate species, C2H2ClNO in total at a distorted geometry. The level of theory is ωB97M-V with the def2-TZVPD basis set.

E = -18160.2151 eV
Kohn-Sham gap (alpha / beta) = 7.25 / 7.56 eV
Multiplicity = 3
Charge = 0
ΔE to the lowest compared entry with this formula, charge and spin = 34.8 kcal per mole
LUMO level (alpha / beta) = 0.293 / -3.068 eV

CARTESIAN COORDINATES (ANGSTROEM)
C (-0.80685, -0.77746, -0.15134)
C (0.37583, 0.40819, 0.01371)
N (1.34471, 0.26600, 0.73097)
O (-1.64901, -0.54580, -1.00044)
Cl (0.07261, 1.59708, -1.15908)
H (-1.28005, -1.98282, 0.60845)
H (1.94277, 1.03480, 0.95773)

***

| no. | M (u) |
| --- | --- |
| 1 | 125.0 |
| 2 | 259.3 |
| 3 | 162.4 |
| 4 | 178.4 |
| 5 | 210.5 |
| 6 | 195.4 |
| 7 | 167.9 |
| 8 | 199.9 |
| 9 | 232.0 |
| 10 | 80.5 |
| 11 | 226.4 |
| 12 | 226.4 |
| 13 | 129.5 |
| 14 | 118.5 |
| 15 | 188.4 |
| 16 | 188.4 |
| 17 | 361.3 |
| 18 | 220.4 |
| 19 | 75.5 |
| 20 | 91.5 |